No. 1
DFT (ωB97M-V/def2-TZVPD) results for 9 unconnected molecules or ions with the total composition C34H94N8O9 at a distorted geometry.

As for the energy above the lowest of the compared OMol25 structures with the same formula, charge and spin: 0.0000 eV. The calculated total energy comes out at -2466.74893 Eh. As for the gap between HOMO and LUMO (alpha / beta): 1.48 / 9.38 eV. As for the expectation value of S²: 0.750. The LUMO energy (alpha / beta) is 2.33 / 2.25 eV.

ORCA input file:
```
! RIJCOSX wB97M-V def2-TZVPD def2/J DEFGRID3
* xyz -1 2
C 0.579 -0.006 -0.037
C 1.782 0.743 0.575
O 1.466 2.058 1.030
H 0.459 0.443 -1.023
H -0.346 0.169 0.513
H 0.814 -1.069 -0.088
H 2.613 0.849 -0.122
H 2.188 0.320 1.494
H 2.147 2.161 1.698
C 5.411 1.520 1.914
C 4.760 2.017 3.166
C 5.665 2.846 4.067
O 5.109 3.053 5.390
C 6.022 3.698 6.271
N 3.627 2.780 2.729
H 6.384 1.084 2.138
H 5.634 2.349 1.242
H 4.741 0.842 1.386
H 4.403 1.186 3.774
H 5.813 3.880 3.757
H 6.646 2.388 4.190
H 5.980 4.777 6.122
H 7.074 3.412 6.240
H 5.690 3.478 7.285
H 3.347 3.396 3.479
H 3.910 3.449 2.027
C -5.438 -5.421 -2.228
C -4.619 -4.691 -3.272
C -3.305 -4.099 -2.668
O -3.413 -2.879 -1.917
C -2.242 -2.475 -1.266
N -4.283 -5.667 -4.276
H -4.899 -6.218 -1.716
H -6.404 -5.821 -2.535
H -5.645 -4.787 -1.366
H -5.247 -3.949 -3.766
H -2.565 -3.950 -3.454
H -2.886 -4.895 -2.052
H -1.425 -2.426 -1.987
H -1.991 -3.201 -0.493
H -2.333 -1.460 -0.881
H -5.137 -6.158 -4.494
H -4.149 -5.150 -5.133
C 5.428 -1.619 -2.792
C 4.970 -1.100 -1.390
C 4.362 -2.223 -0.532
O 3.027 -2.626 -1.018
C 2.300 -3.472 -0.214
N 6.127 -0.471 -0.808
H 5.627 -0.723 -3.379
H 4.653 -2.207 -3.282
H 6.255 -2.329 -2.772
H 4.172 -0.363 -1.479
H 4.212 -1.865 0.486
H 5.068 -3.040 -0.382
H 1.840 -2.887 0.583
H 2.896 -4.269 0.231
H 1.457 -3.874 -0.776
H 6.426 0.211 -1.490
H 5.802 -0.036 0.043
C -0.973 1.732 4.492
C 0.053 0.729 5.069
C 1.137 0.244 4.067
O 1.695 -0.949 4.681
C 2.581 -1.624 3.828
N 0.736 1.320 6.257
H -1.488 2.275 5.284
H -1.638 1.379 3.704
H -0.456 2.522 3.947
H -0.423 -0.193 5.401
H 1.896 0.981 3.802
H 0.685 -0.087 3.132
H 2.933 -2.467 4.422
H 3.495 -1.081 3.588
H 2.258 -1.973 2.847
H 0.151 1.255 7.078
H 1.501 0.704 6.491
C -5.126 0.762 -2.401
C -4.454 0.646 -3.804
C -2.935 0.789 -3.623
O -2.661 2.119 -3.270
C -1.426 2.247 -2.596
N -4.809 -0.752 -4.077
H -4.813 0.044 -1.644
H -6.188 0.556 -2.534
H -5.017 1.772 -2.007
H -4.796 1.320 -4.589
H -2.388 0.482 -4.514
H -2.635 0.107 -2.828
H -0.659 2.092 -3.355
H -1.219 1.479 -1.851
H -1.347 3.247 -2.170
H -4.406 -1.119 -4.927
H -4.377 -1.240 -3.305
C 0.635 -1.570 -7.433
C 0.192 -2.408 -6.241
C -0.179 -1.523 -5.014
O 0.911 -0.818 -4.352
C 1.595 -1.517 -3.367
N -0.874 -3.323 -6.603
H 0.863 -2.302 -8.208
H 1.513 -1.049 -7.052
H -0.115 -0.900 -7.854
H 1.065 -2.986 -5.939
H -0.668 -2.182 -4.297
H -0.888 -0.787 -5.393
H 2.227 -2.300 -3.784
H 0.881 -1.882 -2.628
H 2.252 -0.808 -2.861
H -0.638 -3.787 -7.469
H -0.943 -4.094 -5.954
C 0.908 5.505 -0.069
C 0.450 5.601 1.319
C -0.920 4.766 1.588
O -1.490 5.167 2.812
C -2.771 4.498 3.014
N 1.480 5.022 2.150
H 1.927 5.863 -0.215
H 0.217 5.989 -0.759
H 0.936 4.456 -0.365
H 0.264 6.636 1.606
H -0.636 3.719 1.697
H -1.657 4.902 0.796
H -3.519 4.741 2.259
H -3.183 4.908 3.936
H -2.639 3.418 3.071
H 1.614 4.116 1.723
H 1.243 4.848 3.116
C -3.426 -2.817 2.112
C -3.890 -1.645 2.947
C -4.187 -0.293 2.123
O -2.942 0.038 1.523
C -2.946 1.289 0.802
N -5.139 -2.066 3.535
H -2.524 -2.492 1.594
H -4.218 -3.097 1.418
H -3.211 -3.653 2.778
H -3.164 -1.420 3.729
H -4.510 0.461 2.841
H -4.945 -0.512 1.370
H -3.682 1.281 -0.003
H -1.948 1.595 0.487
H -3.383 2.016 1.487
H -5.813 -2.405 2.862
H -5.574 -1.203 3.828
*
```


No. 2
DFT (ωB97M-V/def2-TZVPD) results for 12 unconnected molecules or ions with the total composition C34H95N3O23 at a distorted geometry.

As for the energy above the lowest of the compared OMol25 structures with the same formula, charge and spin: 2.4125 eV. The calculated total energy comes out at -3246.73691 Eh. As for the gap between HOMO and LUMO: 8.76 eV. Its SMILES is COCCNCCOC.COCCNCCOC.COCCNCCOC.OCCO.OCCO.OCCO.OCCO.OCCO.OCCO.OCCO.OCCO.O. The LUMO energy is 0.12 eV.

ORCA input file:
```
! RIJCOSX wB97M-V def2-TZVPD def2/J DEFGRID3
* xyz 0 1
C 9.303 -5.380 4.832
O 9.040 -6.025 3.573
C 10.036 -6.963 3.317
C 9.905 -7.632 1.981
N 8.904 -8.650 2.046
C 8.797 -9.357 0.729
C 7.433 -10.078 0.637
O 6.367 -9.030 0.597
C 5.044 -9.505 0.805
H 9.158 -6.107 5.632
H 8.588 -4.567 4.957
H 10.311 -4.977 4.930
H 10.230 -7.594 4.185
H 11.002 -6.489 3.146
H 10.887 -8.087 1.854
H 9.714 -6.936 1.164
H 8.022 -8.277 2.369
H 9.469 -10.206 0.607
H 8.934 -8.693 -0.124
H 7.255 -10.589 1.583
H 7.447 -10.778 -0.198
H 4.880 -10.133 -0.070
H 4.268 -8.764 0.615
H 4.827 -10.033 1.734
C -6.322 -21.831 3.762
O -5.052 -21.372 3.259
C -4.262 -22.397 2.594
C -2.992 -21.821 1.944
N -3.217 -20.897 0.791
C -1.894 -20.389 0.334
C -1.480 -19.178 1.210
O -0.078 -19.022 0.894
C 0.604 -18.048 1.666
H -6.825 -20.989 4.238
H -6.149 -22.683 4.418
H -6.882 -22.069 2.858
H -4.795 -22.922 1.801
H -3.943 -23.193 3.266
H -2.321 -22.606 1.595
H -2.401 -21.273 2.677
H -3.706 -21.374 0.046
H -1.892 -20.137 -0.726
H -1.219 -21.233 0.476
H -1.478 -19.372 2.283
H -1.980 -18.233 0.998
H 0.063 -17.105 1.745
H 1.556 -17.953 1.144
H 0.773 -18.325 2.707
C -10.436 -24.385 -11.090
O -9.018 -24.261 -11.020
C -8.418 -24.955 -9.876
C -6.929 -24.658 -9.610
N -6.740 -23.307 -8.989
C -5.312 -23.036 -8.848
C -5.059 -21.540 -8.592
O -5.705 -21.045 -7.445
C -5.043 -19.957 -6.856
H -10.794 -24.100 -12.079
H -10.929 -23.801 -10.313
H -10.781 -25.387 -10.836
H -8.455 -25.995 -10.202
H -8.940 -24.850 -8.925
H -6.371 -24.891 -10.517
H -6.561 -25.398 -8.898
H -7.201 -22.604 -9.549
H -4.819 -23.366 -9.763
H -4.780 -23.676 -8.145
H -5.241 -20.963 -9.499
H -3.989 -21.452 -8.403
H -5.144 -19.061 -7.468
H -3.972 -20.131 -6.745
H -5.329 -19.755 -5.824
O -6.041 -10.123 -0.600
C -6.868 -10.085 -1.718
C -6.948 -8.615 -2.425
O -5.702 -8.143 -3.000
H -6.310 -9.444 0.023
H -6.638 -10.943 -2.350
H -7.875 -10.365 -1.409
H -7.266 -7.918 -1.650
H -7.786 -8.563 -3.120
H -5.026 -8.341 -2.348
O 5.947 -6.781 -6.939
C 4.972 -6.959 -5.927
C 4.079 -8.142 -6.267
O 3.259 -8.069 -7.409
H 5.476 -6.260 -7.594
H 5.492 -7.049 -4.974
H 4.400 -6.032 -5.872
H 3.472 -8.305 -5.377
H 4.610 -9.084 -6.406
H 2.705 -7.288 -7.343
O 3.927 -17.055 -6.997
C 4.074 -17.167 -5.597
C 4.453 -18.626 -5.124
O 5.879 -18.655 -4.991
H 3.551 -16.192 -7.186
H 4.739 -16.426 -5.154
H 3.073 -16.941 -5.228
H 4.114 -19.440 -5.765
H 4.115 -18.776 -4.099
H 6.379 -18.675 -5.811
O -1.862 -13.064 -5.072
C -1.590 -12.200 -3.988
C -1.587 -13.005 -2.679
O -1.656 -12.220 -1.518
H -2.785 -12.956 -5.313
H -0.783 -11.468 -4.011
H -2.431 -11.510 -3.918
H -0.817 -13.772 -2.594
H -2.510 -13.585 -2.671
H -2.566 -11.929 -1.423
O -6.009 -10.977 -7.267
C -5.970 -10.618 -8.660
C -6.604 -9.255 -8.894
O -5.998 -8.149 -8.219
H -6.908 -11.034 -6.936
H -4.918 -10.680 -8.939
H -6.360 -11.447 -9.252
H -7.667 -9.303 -8.657
H -6.640 -9.144 -9.978
H -5.918 -8.316 -7.277
O -5.675 -17.713 3.824
C -6.839 -16.942 3.509
C -6.857 -16.678 1.966
O -6.942 -17.934 1.250
H -5.811 -18.618 3.536
H -7.740 -17.482 3.799
H -6.880 -16.028 4.102
H -5.988 -16.087 1.679
H -7.661 -15.963 1.789
H -6.104 -18.401 1.225
O -1.053 -6.741 -0.677
C -0.280 -5.495 -0.591
C 0.050 -5.060 0.838
O 0.086 -6.158 1.741
H -0.739 -7.309 0.031
H 0.591 -5.555 -1.244
H -0.828 -4.639 -0.983
H -0.632 -4.332 1.277
H 0.996 -4.520 0.882
H 0.568 -5.834 2.505
O -2.309 -11.429 7.405
C -2.368 -12.363 6.339
C -1.357 -12.033 5.259
O -0.072 -12.282 5.806
H -3.072 -11.596 7.964
H -2.321 -13.389 6.703
H -3.341 -12.230 5.868
H -1.359 -11.013 4.875
H -1.588 -12.703 4.431
H 0.087 -11.635 6.497
O 1.312 -12.473 -8.501
H 1.215 -11.528 -8.385
H 0.640 -12.854 -7.937
*
```


Which of these has the lowest energy above the lowest of the compared OMol25 structures with the same formula, charge and spin?
C34H94N8O9


Among the records above, which one has the highest energy above the lowest of the compared OMol25 structures with the same formula, charge and spin?
C34H95N3O23


Which of these has the highest calculated total energy?
C34H94N8O9